No. 1
50
Properties=species:S:1:pos:R:3:mulliken_spin:R:1 method="wB97M-V/def2-TZVPD" s2=2.013 homo_ha="-0.1045 / -0.1524" multiplicity=3 charge=-1
Pd -0.148 -0.127 -0.352 1.18
N -4.458 -1.188 -0.784 0.01
C -3.184 -0.695 -0.524 -0.02
S -1.884 -1.811 -0.771 0.19
N -3.170 0.550 -0.142 0.01
N -1.894 1.069 0.102 0.09
C -1.903 2.324 0.353 0.02
C -0.779 3.187 0.717 -0.03
C -1.141 4.485 1.094 0.00
C -0.228 5.432 1.514 0.00
C 1.118 5.064 1.553 0.00
C 1.514 3.800 1.178 0.02
C 0.596 2.809 0.736 0.01
O 1.044 1.650 0.390 0.06
H -4.531 -2.190 -0.732 0.00
H -5.187 -0.670 -0.319 0.00
H -2.882 2.805 0.330 0.02
H -2.195 4.743 1.056 0.00
H -0.548 6.425 1.798 0.00
H 1.866 5.781 1.875 0.00
H 2.562 3.521 1.183 0.00
C -2.110 -3.896 4.132 0.00
C -1.778 -2.553 4.771 0.00
C -0.786 -1.777 3.953 0.00
N -0.797 -1.757 2.672 0.00
N 0.173 -0.953 2.122 0.01
C 0.911 -0.382 3.030 0.01
N 1.962 0.434 2.746 0.00
S 0.477 -0.813 4.649 0.00
H -2.883 -4.413 4.702 0.00
H -1.227 -4.534 4.090 0.00
H -2.459 -3.751 3.112 0.00
H -1.386 -2.689 5.782 0.00
H -2.687 -1.953 4.869 0.00
H 1.819 0.958 1.865 0.00
H 2.287 0.992 3.517 0.00
Cl 2.385 -0.795 -1.067 0.04
C 1.812 -1.346 -2.636 0.07
C 2.434 -2.420 -3.238 -0.03
C 1.909 -2.934 -4.417 0.08
C 0.757 -2.360 -4.946 -0.04
C 0.162 -1.275 -4.328 0.08
C 0.678 -0.701 -3.153 -0.12
C 0.044 0.425 -2.480 0.38
H 3.303 -2.865 -2.771 0.00
H 2.380 -3.781 -4.897 0.01
H 0.319 -2.765 -5.851 0.00
H -0.735 -0.836 -4.749 0.00
H -0.897 0.727 -2.933 0.00
H 0.709 1.263 -2.263 -0.02

=====

No. 2
98
Properties=species:S:1:pos:R:3:mulliken_charge:R:1 method="wB97M-V/def2-TZVPD" homo_ha=-0.3526 charge=0
C -1.206 2.611 2.136 -2.37
C 0.277 2.922 1.960 0.29
C 0.995 2.953 3.302 -1.41
N 2.444 3.578 3.202 0.21
C 2.374 5.057 2.899 -0.74
C 3.322 2.854 2.317 -0.31
C 4.716 3.226 2.802 -0.88
C 4.569 3.533 4.321 -0.63
C 3.068 3.335 4.504 -0.81
H -1.593 3.187 2.753 1.25
H -1.486 1.479 2.488 -0.01
H -1.552 2.762 1.268 0.58
H 0.359 3.606 1.294 0.85
H 0.853 2.164 1.395 -0.25
H 1.042 2.138 3.888 0.66
H 0.462 3.708 3.722 0.40
H 2.030 5.037 1.904 0.38
H 3.391 5.560 2.900 0.34
H 1.560 5.586 3.461 0.31
H 3.094 3.362 1.243 0.15
H 3.490 1.800 2.284 0.37
H 4.778 4.235 2.174 0.22
H 5.487 2.578 2.406 0.55
H 4.987 4.464 4.459 0.37
H 5.181 2.742 4.928 0.27
H 2.738 3.869 5.370 0.59
H 2.837 2.396 5.036 0.47
B -1.107 -0.938 -0.766 -0.17
F -1.092 0.202 0.122 -0.05
F -0.787 -0.475 -2.087 -0.24
F -0.149 -1.892 -0.413 0.23
F -2.382 -1.468 -0.651 -0.52
C -4.239 0.417 1.507 -0.65
C -4.501 1.854 2.110 0.27
N -4.736 2.873 2.610 -0.54
H -4.688 0.437 0.513 0.02
H -3.145 0.195 1.095 -0.07
H -4.605 -0.311 1.941 0.92
C -1.135 -1.496 2.850 0.29
C -2.129 -1.003 3.944 0.08
N -3.038 -0.711 4.718 -0.51
H -0.282 -0.702 2.676 -0.06
H -0.449 -2.373 3.273 0.40
H -1.549 -1.735 1.855 -0.20
C 1.747 -2.978 -2.510 -0.09
C 2.850 -2.866 -3.464 0.00
N 3.781 -2.808 -4.144 -0.54
H 1.340 -1.898 -2.799 -0.18
H 1.053 -3.512 -3.087 0.32
H 2.021 -3.178 -1.505 0.47
C -3.735 2.152 -2.018 -0.49
C -5.112 1.602 -1.590 0.13
N -6.142 1.204 -1.426 -0.43
H -3.435 3.109 -1.533 0.34
H -3.100 1.169 -1.937 -0.10
H -3.967 2.243 -2.931 0.58
C -0.126 2.904 -1.487 0.34
C 0.836 3.994 -1.098 0.39
N 1.619 4.814 -0.839 -0.56
H -0.125 2.883 -2.598 0.42
H 0.109 1.966 -1.130 -0.32
H -1.269 2.908 -1.421 -0.27
C 0.208 0.312 -4.709 -0.75
C -0.118 -0.988 -5.415 0.01
O 1.020 -1.626 -5.922 -0.54
H 0.529 0.826 -5.469 0.69
H 1.119 0.301 -3.950 0.05
H -0.670 0.748 -4.168 -0.01
H -0.764 -0.909 -6.392 0.34
H -0.867 -1.572 -4.768 -0.08
H 0.746 -2.578 -6.066 0.32
C 3.011 0.078 -1.335 -0.66
C 2.988 -0.440 0.102 0.94
O 4.170 -0.234 0.678 -0.53
H 3.372 1.146 -1.533 0.29
H 2.107 -0.255 -1.660 -0.42
H 3.751 -0.434 -1.965 0.38
H 2.579 -1.540 0.096 0.19
H 2.297 0.212 0.649 -0.60
H 4.328 -0.922 1.252 0.33
C -3.064 -4.928 -1.869 -0.55
C -3.226 -3.902 -2.956 0.36
O -4.357 -4.246 -3.696 -0.56
H -2.940 -5.930 -2.301 0.46
H -3.870 -5.005 -0.970 0.20
H -2.140 -4.596 -1.307 -0.25
H -2.264 -3.736 -3.436 0.07
H -3.299 -2.865 -2.241 -0.11
H -4.701 -3.367 -4.059 0.37
C -0.979 -6.609 0.348 -0.64
C -0.649 -5.221 0.906 -0.32
O 0.372 -4.581 0.119 -0.53
H -1.833 -7.023 1.106 0.25
H -0.187 -7.330 0.301 0.35
H -1.530 -6.444 -0.559 0.02
H -0.216 -5.221 2.147 0.15
H -1.585 -4.820 0.972 0.39
H 0.115 -3.622 -0.121 0.30

=====

Please write out number 1 again, unchanged.
50
Properties=species:S:1:pos:R:3:mulliken_spin:R:1 method="wB97M-V/def2-TZVPD" s2=2.013 homo_ha="-0.1045 / -0.1524" multiplicity=3 charge=-1
Pd -0.148 -0.127 -0.352 1.18
N -4.458 -1.188 -0.784 0.01
C -3.184 -0.695 -0.524 -0.02
S -1.884 -1.811 -0.771 0.19
N -3.170 0.550 -0.142 0.01
N -1.894 1.069 0.102 0.09
C -1.903 2.324 0.353 0.02
C -0.779 3.187 0.717 -0.03
C -1.141 4.485 1.094 0.00
C -0.228 5.432 1.514 0.00
C 1.118 5.064 1.553 0.00
C 1.514 3.800 1.178 0.02
C 0.596 2.809 0.736 0.01
O 1.044 1.650 0.390 0.06
H -4.531 -2.190 -0.732 0.00
H -5.187 -0.670 -0.319 0.00
H -2.882 2.805 0.330 0.02
H -2.195 4.743 1.056 0.00
H -0.548 6.425 1.798 0.00
H 1.866 5.781 1.875 0.00
H 2.562 3.521 1.183 0.00
C -2.110 -3.896 4.132 0.00
C -1.778 -2.553 4.771 0.00
C -0.786 -1.777 3.953 0.00
N -0.797 -1.757 2.672 0.00
N 0.173 -0.953 2.122 0.01
C 0.911 -0.382 3.030 0.01
N 1.962 0.434 2.746 0.00
S 0.477 -0.813 4.649 0.00
H -2.883 -4.413 4.702 0.00
H -1.227 -4.534 4.090 0.00
H -2.459 -3.751 3.112 0.00
H -1.386 -2.689 5.782 0.00
H -2.687 -1.953 4.869 0.00
H 1.819 0.958 1.865 0.00
H 2.287 0.992 3.517 0.00
Cl 2.385 -0.795 -1.067 0.04
C 1.812 -1.346 -2.636 0.07
C 2.434 -2.420 -3.238 -0.03
C 1.909 -2.934 -4.417 0.08
C 0.757 -2.360 -4.946 -0.04
C 0.162 -1.275 -4.328 0.08
C 0.678 -0.701 -3.153 -0.12
C 0.044 0.425 -2.480 0.38
H 3.303 -2.865 -2.771 0.00
H 2.380 -3.781 -4.897 0.01
H 0.319 -2.765 -5.851 0.00
H -0.735 -0.836 -4.749 0.00
H -0.897 0.727 -2.933 0.00
H 0.709 1.263 -2.263 -0.02